Formula: C21H32AsMgN5
Source: the Open Molecules 2025 dataset
Level of theory: ωB97M-V/def2-TZVPD

Results
HOMO energy   -14.51 eV
Net charge   +2
HOMO-LUMO gap   8.50 eV
E_tot   -96021.4472 eV
Energy relative to the best compared isomer or geometry (same formula, charge and spin)   21.6 kJ/mol
Maximum force   0.006 Eh/bohr

```
60
C21H32AsMgN5 (ωB97M-V/def2-TZVPD)
Mg 0.106 0.363 -0.527
C -0.186 3.374 -1.107
C -1.580 2.767 -1.241
N -1.586 1.329 -1.582
C -1.425 0.976 -3.005
C -0.033 1.286 -3.518
N 1.038 0.847 -2.586
C 2.117 1.856 -2.402
C 2.114 2.530 -1.014
N 0.780 2.497 -0.398
H -0.278 4.331 -0.590
H 0.223 3.611 -2.086
H -2.141 3.350 -1.979
H -2.113 2.861 -0.293
H -2.487 0.972 -1.287
H -2.160 1.489 -3.633
H -1.626 -0.097 -3.084
H 0.066 2.357 -3.681
H 0.095 0.823 -4.498
H 1.462 0.011 -2.969
H 2.030 2.614 -3.182
H 3.087 1.383 -2.558
H 2.494 3.551 -1.119
H 2.787 2.023 -0.324
H 0.866 2.826 0.557
C -2.771 -3.070 -0.030
C -2.199 -1.835 -0.353
N -0.909 -1.574 -0.229
C -0.102 -2.553 0.238
C -0.579 -3.821 0.592
C -1.956 -4.065 0.446
C 0.333 -4.817 1.077
C 1.649 -4.549 1.185
C 2.172 -3.264 0.819
C 3.544 -2.966 0.891
C 3.982 -1.728 0.500
C 3.041 -0.792 0.062
N 1.740 -1.027 -0.001
C 1.307 -2.262 0.360
H -3.833 -3.218 -0.161
H -2.830 -1.036 -0.721
H -2.362 -5.035 0.704
H -0.060 -5.788 1.348
H 2.339 -5.301 1.544
H 4.238 -3.718 1.244
H 5.028 -1.459 0.527
H 3.376 0.186 -0.253
C -2.990 0.823 2.203
As -1.047 0.908 2.114
C -0.565 -0.304 3.554
C -0.721 2.634 2.957
H -3.342 1.107 3.194
H -3.320 -0.194 1.992
H -3.432 1.497 1.468
H -1.126 -0.071 4.458
H 0.501 -0.210 3.758
H -0.776 -1.329 3.253
H -1.213 2.677 3.928
H -1.112 3.439 2.334
H 0.349 2.783 3.104
```

These are the Löwdin partial charges, in e, on atoms 1 to 2: atom 1 (Mg): 0.563, atom 2 (C): -0.157

Formula: C21H32BIrN2O11P
Source: the Open Molecules 2025 dataset
Level of theory: ωB97M-V/def2-TZVPD

Results
HOMO energy (spin up / spin down)   -6.78 / -8.42 eV
2S+1   6
HOMO-LUMO gap (spin up / spin down)   6.64 / 6.31 eV
E_tot   -60597.6149 eV
<S²>   8.783
Energy relative to the best compared isomer or geometry (same formula, charge and spin)   50.0 kJ/mol
Maximum force   0.047 Eh/bohr

```
69
C21H32BIrN2O11P (ωB97M-V/def2-TZVPD)
Ir -1.005 -0.249 0.475
O -1.168 -1.730 4.583
C -0.737 -1.162 3.592
O -1.253 -1.281 2.413
C 0.518 -0.305 3.755
C 1.174 -0.382 4.979
C 2.299 0.387 5.221
C 2.821 1.240 4.258
C 2.187 1.295 3.033
C 0.999 0.558 2.756
O 0.452 0.781 1.593
N 2.667 2.090 1.997
O 1.985 2.163 0.860
O 3.727 2.787 2.097
N 2.959 0.299 6.516
O 3.957 0.977 6.694
O 2.485 -0.446 7.355
H 0.791 -1.047 5.735
H 3.702 1.833 4.446
C 1.745 -2.713 0.714
C 1.005 -2.931 -0.609
P -0.745 -2.390 -0.492
C -1.549 -3.656 0.562
C -1.605 -5.076 0.005
C -1.436 -2.607 -2.189
C -0.771 -3.660 -3.074
H 2.802 -2.949 0.601
H 1.342 -3.349 1.503
H 1.655 -1.675 1.037
H 1.038 -3.979 -0.909
H 1.477 -2.343 -1.400
H -2.554 -3.284 0.770
H -1.023 -3.624 1.516
H -2.254 -5.140 -0.869
H -2.008 -5.742 0.768
H -0.616 -5.447 -0.266
H -1.374 -1.627 -2.667
H -2.498 -2.829 -2.055
H 0.264 -3.399 -3.296
H -1.305 -3.728 -4.022
H -0.777 -4.646 -2.613
C -3.695 3.442 0.821
C -2.850 2.215 0.773
O -2.699 1.634 -0.469
O -2.348 1.654 1.707
H -3.713 3.934 -0.148
H -3.322 4.114 1.590
H -4.710 3.149 1.093
C 1.058 3.825 -2.147
C -0.162 3.061 -2.636
C -0.702 3.714 -3.906
O -1.222 3.193 -1.645
B -1.691 1.968 -1.353
O -1.045 0.933 -1.981
C 0.061 1.491 -2.748
C 1.333 0.984 -2.085
C -0.026 0.958 -4.170
H 0.813 4.885 -2.092
H 1.879 3.694 -2.852
H 1.377 3.493 -1.161
H -0.868 4.771 -3.702
H -1.656 3.274 -4.196
H 0.005 3.629 -4.730
H 1.416 1.328 -1.056
H 2.219 1.299 -2.635
H 1.299 -0.107 -2.075
H -0.989 1.185 -4.623
H 0.102 -0.125 -4.163
H 0.766 1.392 -4.779
```

These are the Löwdin partial charges, in e, on atoms 1 to 2: atom 1 (Ir): 1.270, atom 2 (O): 0.058

Formula: C21H32BN8RuSi2
Source: the Open Molecules 2025 dataset
Level of theory: ωB97M-V/def2-TZVPD

Results
HOMO energy (spin up / spin down)   -9.86 / -11.23 eV
Net charge   +1
2S+1   5
HOMO-LUMO gap (spin up / spin down)   6.55 / 6.33 eV
E_tot   -53226.5959 eV
<S²>   6.043
Maximum force   0.019 Eh/bohr

```
65
C21H32BN8RuSi2 (ωB97M-V/def2-TZVPD)
Ru -0.540 -0.226 -0.039
C 2.988 -2.664 -0.465
C 1.927 -2.228 0.321
N 1.341 -1.177 -0.254
N 2.007 -0.910 -1.398
C 2.998 -1.801 -1.545
B 1.455 0.053 -2.477
N 1.027 1.437 -1.931
C 1.157 2.620 -2.546
C 0.396 3.560 -1.876
C -0.191 2.854 -0.832
N 0.190 1.577 -0.880
N 0.134 -0.610 -2.962
C -0.272 -1.048 -4.153
C -1.559 -1.549 -4.025
C -1.870 -1.374 -2.685
N -0.836 -0.803 -2.047
H 3.659 -3.481 -0.271
H 1.572 -2.601 1.268
H 3.645 -1.771 -2.406
H 2.239 0.179 -3.368
H 1.777 2.723 -3.421
H 0.295 4.607 -2.103
H -0.850 3.199 -0.052
H 0.371 -0.976 -5.014
H -2.176 -1.983 -4.792
H -2.775 -1.635 -2.164
C 4.358 0.011 -0.001
Si 3.532 1.563 0.652
C 3.224 2.821 -0.705
C 4.863 2.367 1.719
N 1.992 1.112 1.336
C 1.514 1.213 2.563
C 2.262 1.778 3.640
C 1.789 1.885 4.929
C 0.510 1.419 5.204
C -0.254 0.863 4.174
C 0.188 0.742 2.868
N -0.636 0.176 1.886
Si -2.278 -0.430 2.237
C -2.807 -1.050 0.516
C -3.468 0.926 2.696
C -2.278 -1.920 3.353
H 5.440 0.139 0.060
H 4.104 -0.192 -1.044
H 4.089 -0.866 0.591
H 4.084 3.488 -0.777
H 2.341 3.428 -0.489
H 3.085 2.350 -1.681
H 5.714 2.550 1.058
H 5.216 1.730 2.533
H 4.563 3.333 2.133
H 3.260 2.138 3.411
H 2.401 2.324 5.705
H 0.097 1.482 6.201
H -1.243 0.515 4.436
H -2.889 -0.239 -0.227
H -3.811 -1.472 0.585
H -2.179 -1.878 0.144
H -3.433 1.729 1.956
H -3.263 1.365 3.671
H -4.488 0.534 2.719
H -1.590 -2.679 2.973
H -3.279 -2.359 3.386
H -1.986 -1.690 4.376
```

These are the Löwdin partial charges, in e, on atoms 1 to 2: atom 1 (Ru): 1.364, atom 2 (C): -0.050

Formula: C21H32BrN3O9PS2
Source: the Open Molecules 2025 dataset
Level of theory: ωB97M-V/def2-TZVPD

Results
HOMO energy   -11.47 eV
Net charge   +1
HOMO-LUMO gap   7.45 eV
E_tot   -146187.8509 eV
Energy relative to the best compared isomer or geometry (same formula, charge and spin)   67.8 kJ/mol
Maximum force   0.075 Eh/bohr

```
69
C21H32BrN3O9PS2 (ωB97M-V/def2-TZVPD)
C -1.728 -1.996 -2.545
C -0.531 -2.310 -2.033
N -0.081 -1.846 -0.712
C 0.725 -2.766 -0.023
N 0.241 -3.990 0.251
S -1.405 -4.410 -0.114
P 1.176 -5.283 0.989
O 1.442 -5.029 2.399
O 2.423 -5.541 0.055
O 0.350 -6.603 0.792
N 1.954 -2.251 0.269
C 2.763 -2.645 1.468
C 3.958 -1.721 1.747
C 3.831 -0.814 2.975
C 3.716 -1.595 4.270
O 3.583 -0.702 5.393
C 2.347 -0.784 5.975
C 1.303 0.182 5.474
O 2.107 -1.580 6.818
C 1.593 -0.793 0.398
S 0.462 -0.611 1.813
C 0.832 -0.708 -0.949
Br 2.351 -1.117 -2.265
C 0.295 0.620 -1.464
C -0.134 1.703 -0.451
C -1.002 2.688 -1.268
C 1.096 2.483 0.060
H -2.167 -1.007 -2.491
H -2.298 -2.779 -3.032
H 0.115 -2.962 -2.613
H -1.959 -3.838 0.971
H 2.619 -4.764 -0.490
H -0.295 -6.666 1.513
H 2.172 -2.798 2.364
H 3.193 -3.621 1.273
H 4.222 -1.122 0.877
H 4.818 -2.361 1.944
H 3.042 -0.071 2.876
H 4.766 -0.254 3.029
H 2.872 -2.287 4.292
H 4.622 -2.180 4.421
H 0.431 -0.365 5.125
H 1.035 0.853 6.284
H 1.711 0.727 4.626
H 2.377 -0.052 0.308
H 0.753 0.631 2.212
H 1.081 1.070 -2.058
H -0.530 0.480 -2.163
H -0.770 1.342 0.351
H -0.564 2.869 -2.247
H -1.136 3.608 -0.705
H -1.974 2.222 -1.405
H 1.815 2.602 -0.749
H 0.773 3.485 0.336
H 1.577 2.053 0.938
C -4.295 5.707 -4.584
C -3.392 4.741 -4.372
C -3.760 3.436 -3.718
O -2.876 2.604 -3.576
C -5.126 3.239 -3.287
C -6.035 4.205 -3.495
C -5.674 5.504 -4.173
O -6.559 6.317 -4.338
O -7.299 4.097 -3.129
O -2.115 4.856 -4.719
H -4.041 6.646 -5.055
H -5.375 2.305 -2.804
H -7.735 4.930 -3.399
H -1.688 4.018 -4.459
```

These are the Löwdin partial charges, in e, on atoms 1 to 2: atom 1 (C): 0.065, atom 2 (C): -0.249

Formula: C21H32Cl3CoN4O2P
Source: the Open Molecules 2025 dataset
Level of theory: ωB97M-V/def2-TZVPD

Results
HOMO energy (spin up / spin down)   -10.46 / -10.86 eV
Net charge   +1
2S+1   5
HOMO-LUMO gap (spin up / spin down)   7.74 / 4.73 eV
E_tot   -116830.4718 eV
<S²>   6.039
Energy relative to the best compared isomer or geometry (same formula, charge and spin)   25.9 kJ/mol
Maximum force   0.036 Eh/bohr

```
64
C21H32Cl3CoN4O2P (ωB97M-V/def2-TZVPD)
Co 0.745 1.068 0.926
C 2.376 3.573 -0.346
N 1.372 3.201 0.658
C 1.887 3.531 1.998
C 0.118 3.944 0.408
C -1.104 3.233 0.946
C -2.343 3.869 0.900
C -3.471 3.237 1.395
C -3.362 1.972 1.958
C -2.128 1.334 1.986
C -0.983 1.942 1.465
H 2.558 4.653 -0.338
H 2.038 3.282 -1.340
H 3.320 3.074 -0.133
H 2.127 4.598 2.070
H 2.794 2.957 2.195
H 1.141 3.283 2.752
H 0.013 4.089 -0.670
H 0.193 4.941 0.860
H -2.420 4.866 0.476
H -4.433 3.732 1.354
H -4.234 1.487 2.381
H -2.066 0.352 2.442
Cl 5.269 -4.397 1.018
C 4.165 -3.142 1.365
C 4.126 -2.024 0.520
C 3.246 -1.022 0.807
Cl 3.138 0.388 -0.164
C 2.371 -1.063 1.945
O 1.582 -0.116 2.213
C 2.455 -2.234 2.771
Cl 1.427 -2.329 4.133
C 3.330 -3.248 2.481
H 4.782 -1.964 -0.338
H 3.378 -4.119 3.119
C -3.357 -1.418 -1.753
N -2.243 -0.566 -1.364
C -2.496 0.866 -1.481
P -0.723 -1.173 -1.206
O 0.161 -0.103 -0.639
N -0.179 -1.754 -2.667
C -0.557 -1.074 -3.899
C 1.189 -2.272 -2.681
N -0.725 -2.526 -0.251
C -1.061 -3.861 -0.736
C -0.956 -2.348 1.177
H -3.616 -1.289 -2.810
H -4.236 -1.168 -1.156
H -3.109 -2.464 -1.589
H -2.835 1.123 -2.491
H -1.593 1.424 -1.255
H -3.268 1.163 -0.768
H -1.572 -0.690 -3.817
H -0.522 -1.786 -4.725
H 0.117 -0.242 -4.132
H 1.446 -2.667 -1.699
H 1.908 -1.489 -2.945
H 1.265 -3.074 -3.419
H -0.944 -3.907 -1.815
H -2.087 -4.139 -0.474
H -0.392 -4.593 -0.278
H -0.573 -1.381 1.499
H -0.429 -3.129 1.728
H -2.019 -2.408 1.429
```

These are the Löwdin partial charges, in e, on atoms 1 to 2: atom 1 (Co): 0.652, atom 2 (C): -0.109

Formula: C21H32F9NO5PS
Source: the Open Molecules 2025 dataset
Level of theory: ωB97M-V/def2-TZVPD

Results
HOMO energy   -11.85 eV
Net charge   +1
HOMO-LUMO gap   9.14 eV
Structure (SMILES)   CCCO[N@@H+]1[C@@H](Cc2cccc(C)c2)[C@@H](CCCCC(F)(F)C(F)(F)S(F)(F)(F)(F)F)OC[C@@H]1P(=O)(O)O
E_tot   -78598.6669 eV
Maximum force   0.012 Eh/bohr

```
70
C21H32F9NO5PS (ωB97M-V/def2-TZVPD)
C -0.027 -2.789 3.488
C -0.286 -1.912 2.259
C -1.760 -1.549 2.204
O -2.026 -0.313 1.493
N -2.338 -0.484 0.140
C -1.241 0.152 -0.714
C -1.290 -0.397 -2.143
C -0.020 -1.112 -2.540
C 0.560 -0.843 -3.765
C 1.715 -1.495 -4.136
C 2.306 -2.412 -3.290
C 1.741 -2.701 -2.055
C 2.352 -3.715 -1.132
C 0.579 -2.042 -1.703
C -1.294 1.667 -0.543
C -0.273 2.347 -1.430
C 0.119 3.767 -0.979
C 1.529 3.780 -0.374
C 1.523 3.264 1.068
C 2.816 2.632 1.541
F 2.918 2.723 2.896
F 3.885 3.261 0.994
C 2.828 1.099 1.194
F 2.334 0.921 -0.052
F 1.958 0.513 2.053
S 4.492 0.165 1.278
F 3.931 -0.928 0.269
F 4.986 1.046 0.057
F 5.060 1.221 2.306
F 4.009 -0.737 2.485
F 5.869 -0.575 1.285
O -2.587 2.186 -0.825
C -3.534 1.654 0.080
C -3.662 0.153 -0.186
P -5.151 -0.690 0.516
O -5.630 -1.680 -0.449
O -6.122 0.490 0.918
O -4.789 -1.236 1.957
H -0.802 -3.554 3.571
H 0.911 -3.328 3.374
H -0.006 -2.203 4.403
H -0.028 -2.509 1.382
H 0.327 -1.014 2.272
H -2.345 -2.366 1.775
H -2.158 -1.372 3.202
H -2.361 -1.477 -0.119
H -0.310 -0.151 -0.233
H -2.145 -1.075 -2.258
H -1.479 0.411 -2.847
H 0.114 -0.125 -4.442
H 2.173 -1.290 -5.094
H 3.213 -2.919 -3.590
H 2.104 -3.506 -0.092
H 3.432 -3.762 -1.249
H 1.963 -4.708 -1.364
H 0.135 -2.274 -0.741
H -1.079 1.875 0.512
H -0.696 2.385 -2.435
H 0.620 1.725 -1.506
H -0.599 4.134 -0.241
H 0.074 4.445 -1.827
H 1.950 4.782 -0.401
H 2.173 3.157 -0.994
H 1.349 4.101 1.747
H 0.724 2.548 1.248
H -3.231 1.848 1.111
H -4.483 2.135 -0.133
H -3.773 0.047 -1.266
H -6.624 0.800 0.150
H -4.626 -2.188 1.920
```

These are the Löwdin partial charges, in e, on atoms 1 to 2: atom 1 (C): -0.076, atom 2 (C): -0.216